[1]
56
Properties=species:S:1:pos:R:3:forces:R:3:lowdin_charge:R:1 method="wB97M-V/def2-TZVPD" charge=-1 energy_ev=-117046.730
Br -2.96796 3.09004 -3.87727 0.06 0.00 0.13 0.577
S 3.50806 -0.00463 0.85644 -0.10 -0.25 -0.32 0.968
P -1.24808 1.92821 -1.33315 0.22 -0.13 0.05 0.451
O 1.26546 -5.71071 0.36608 -0.14 -0.02 0.02 -0.192
O -3.65519 0.29777 -2.12058 0.09 -0.59 0.26 0.016
O -0.08528 -3.11411 -0.00415 0.00 -0.19 0.18 -0.201
O 4.79047 0.09404 3.17504 0.68 0.39 0.71 0.024
N 3.31445 -1.50527 3.13587 -0.73 -1.28 0.82 0.079
N 3.95119 -1.49482 4.38335 -1.78 -2.32 0.37 0.056
C -1.44444 -0.91478 -2.43665 0.01 0.66 0.19 -0.075
C 4.77588 -0.56964 4.36716 1.25 1.83 -0.69 -0.214
C 2.88133 1.68787 1.19150 -0.05 -0.47 0.22 -0.442
C -4.04803 4.74203 -0.50726 -0.14 -0.63 0.40 -0.125
C 0.75131 2.79437 0.52381 -0.06 0.55 -0.50 -0.333
C 0.49649 -2.63957 1.20044 0.00 0.09 -0.02 -0.104
C 0.85141 -3.67582 -0.90170 -0.30 0.15 -0.14 -0.207
C 0.21066 -6.11461 1.21610 0.07 0.00 0.00 -0.120
C -2.55789 3.25399 -1.95078 -0.10 0.26 0.51 -0.817
C 3.83958 -0.56832 2.47686 0.41 1.56 -1.25 -0.726
C 0.81039 -5.18788 -0.87563 0.34 -0.03 0.00 -0.205
C 2.05977 2.22304 0.00566 0.40 0.00 0.76 -0.286
C -3.82769 3.35704 -1.12118 -0.58 0.29 -0.22 -0.388
C -0.13930 3.35308 -0.58106 0.03 -0.42 0.41 -0.360
B -2.25795 0.38294 -2.00842 0.04 -0.37 -0.38 -0.628
H 0.57674 -3.33526 -1.90624 0.05 0.00 -0.01 0.122
H -0.31402 -2.40626 1.88983 -0.04 0.02 -0.06 0.090
H -4.70446 3.12598 -1.72162 -0.04 -0.15 -0.19 0.075
H -0.23173 0.96103 -0.84137 0.06 -0.08 -0.05 -0.021
H 1.07034 -1.72812 1.01259 0.03 -0.03 0.04 0.053
H 3.72111 2.31522 1.46945 0.07 0.14 -0.06 0.070
H 1.85949 1.43849 -0.71349 -0.03 -0.08 -0.27 0.077
H -0.74463 4.13449 -0.12056 -0.28 0.12 -0.21 0.052
H 1.14639 -3.38714 1.66184 0.03 0.01 -0.02 0.078
H -1.58470 -1.64064 -1.63263 -0.16 -0.24 -0.01 0.049
H -0.20086 -5.54290 -1.09684 -0.04 0.03 0.03 0.124
H -5.00568 4.73158 0.01393 -0.20 0.23 -0.03 0.059
H 1.48134 -5.57408 -1.65070 -0.03 0.02 -0.02 0.121
H 0.19510 2.02388 1.06630 -0.07 -0.15 0.07 0.084
H -0.55222 -5.33807 1.30905 -0.01 0.00 -0.02 0.084
H -4.08811 0.29495 -1.26312 -0.09 0.52 -0.03 0.083
H 0.98815 3.59921 1.22793 0.07 -0.10 0.25 0.101
H 5.42116 -0.26010 5.16220 0.23 0.21 0.06 0.126
H -2.07203 4.22092 -1.87971 0.22 0.13 -0.33 0.021
H 1.86215 -3.31489 -0.68700 0.02 -0.04 0.03 0.128
H -1.77909 -1.33220 -3.38436 -0.04 -0.15 -0.06 0.052
H 2.63844 3.02104 -0.44935 0.03 0.03 -0.42 0.105
H -4.04115 5.53304 -1.24974 0.05 0.15 -0.09 0.067
H -1.89138 1.83010 0.03239 -0.26 0.22 0.15 -0.003
H -0.56542 2.05115 -2.64734 0.10 -0.11 -0.07 -0.015
H 0.63463 -6.31011 2.20034 0.04 -0.01 -0.02 0.086
H 0.44830 3.77749 -1.39739 0.07 0.15 -0.09 0.065
H -3.83646 2.63759 -0.30231 0.25 -0.20 0.04 0.071
H -3.30487 4.92316 0.26565 0.28 0.25 -0.07 0.061
H 2.22799 1.58206 2.05084 -0.08 0.02 0.20 0.073
H -0.25093 -7.03665 0.84184 -0.07 0.02 0.02 0.084
H -0.37822 -0.69922 -2.44090 0.19 -0.03 -0.27 0.031

***

[2]
85
Properties=species:S:1:pos:R:3:forces:R:3:lowdin_charge:R:1 method="wB97M-V/def2-TZVPD" charge=0 energy_ev=-212024.006 multiplicity=2
Cu -0.60305 0.23428 0.17245 -0.08 -0.25 0.45 0.700
S -1.97317 -2.50965 -1.19546 -2.15 1.34 -0.28 0.559
S 0.52936 -2.67705 -0.99248 4.09 0.85 0.86 0.485
S -1.63532 -2.56544 3.03949 -0.40 -1.11 0.68 0.584
S -1.78302 1.75268 2.94688 -1.75 -0.72 1.44 0.621
S 0.33203 2.76088 1.72696 -1.09 0.32 -0.24 0.678
S -2.64988 1.62109 -2.48999 1.32 0.38 -1.96 0.657
S 1.67700 1.61660 -2.33708 1.04 0.36 0.13 0.617
S 2.43948 -0.51962 2.02525 0.43 -0.05 1.51 0.633
F -3.19436 -0.18229 1.71061 -0.14 0.02 -0.28 0.121
F 1.73558 -1.61912 -0.90147 -0.38 -0.28 0.00 -0.190
F -3.85571 0.32493 3.70801 -0.03 -0.07 0.01 0.157
F 0.75415 5.28474 1.46071 0.14 0.14 -0.22 0.152
F -4.30275 1.64664 2.06388 -0.04 0.00 -0.18 0.159
F -2.99579 -1.32056 -0.97824 0.29 -0.25 0.50 -0.162
F -1.36146 4.92692 1.54199 -0.19 -0.04 0.07 0.170
F -0.28229 4.37563 -0.23349 0.04 0.16 -0.15 0.137
O -3.94355 1.07060 -2.75502 0.34 0.37 0.67 -0.237
O 0.73650 -3.52920 0.12929 -0.24 -0.23 -0.44 -0.235
O -0.97651 -1.68974 2.11662 -0.36 -0.18 0.08 -0.301
O 1.13967 -0.18886 1.50278 0.50 0.12 -0.49 -0.328
O -2.34296 -3.54780 -0.29222 0.69 0.49 -0.01 -0.225
O -1.09404 0.97828 3.94192 -0.48 0.24 -0.47 -0.264
O 1.30553 2.41970 0.75063 0.26 -0.14 -0.39 -0.296
O 3.16191 -1.67058 1.57819 -0.44 0.23 0.03 -0.245
O -2.10248 -2.76206 -2.59298 0.64 0.08 0.38 -0.240
O 1.41637 2.85739 -3.01281 0.18 -0.53 0.27 -0.249
O 0.67380 1.08106 -1.46377 0.27 -0.30 -0.51 -0.320
O 0.63991 -3.14135 -2.32851 -0.50 -0.39 0.10 -0.226
O 3.41073 0.74715 1.87084 -0.91 -0.37 -0.69 -0.264
O -1.70841 1.31345 -3.77014 -0.75 0.77 0.65 -0.241
O 2.01677 0.47229 -3.38174 -0.94 0.05 0.24 -0.266
O -2.23963 3.08911 3.23348 0.37 -0.65 0.03 -0.270
O -3.05377 -2.95298 2.41841 0.57 1.37 0.43 -0.279
O 0.72685 2.93502 3.09136 -0.28 -0.16 -0.40 -0.250
O -1.88903 1.24605 -1.32016 -0.74 -0.21 0.59 -0.332
O -1.79505 -2.17665 4.41377 -0.01 0.08 -0.46 -0.267
N -1.04042 1.72082 1.51217 2.44 1.29 -0.62 -0.305
N -0.61460 -1.60782 -0.73332 -2.31 -1.06 -1.18 -0.310
C 2.23606 -0.50748 3.81450 -0.36 0.33 -0.58 -0.063
C -0.86053 -4.16618 3.00946 -0.16 0.26 -0.35 -0.093
C -4.08344 -3.48191 3.28331 -0.49 -1.34 -1.33 -0.239
C 5.50302 1.81372 2.17995 -0.66 1.11 -0.27 -0.059
C 2.80014 0.75102 -4.57355 0.47 -0.24 0.23 -0.221
C -5.39765 -3.28852 2.56519 -0.75 1.10 -0.55 -0.067
C -0.22175 4.46098 1.09326 0.11 -0.67 0.34 -0.663
C -1.06723 -0.30004 -5.50037 0.58 0.36 0.56 -0.032
C -3.40317 0.81408 2.56285 0.91 0.52 0.28 -0.655
C 4.81847 0.49629 1.86794 1.22 -0.04 1.41 -0.269
C 3.90588 -0.29332 -4.61271 0.87 0.29 -0.09 -0.054
C -1.47991 -0.06364 -4.05855 0.49 -1.79 0.35 -0.285
C 3.25497 1.64366 -1.44777 -0.68 -0.21 -0.55 -0.074
C -2.58855 3.42417 -2.60302 0.13 -1.08 -0.27 -0.069
H -5.48053 -3.66934 1.54557 0.50 -0.61 0.22 0.084
H -4.14370 -3.06984 4.28549 0.59 0.17 -0.04 0.122
H -1.75430 0.18225 -6.19092 -0.11 -0.30 -0.13 0.085
H 5.40602 2.51647 1.34599 0.57 -0.28 -0.24 0.076
H 3.65327 -1.14362 -5.24060 -0.18 -0.17 0.30 0.080
H 4.99917 2.40310 2.95342 -0.24 -0.65 0.28 0.086
H -5.60639 -2.22660 2.38274 0.14 0.04 0.49 0.079
H -0.98073 -1.37946 -5.62154 -0.43 -0.02 -0.24 0.092
H -1.57169 3.73805 -2.37617 -0.12 -0.12 0.57 0.060
H 1.38841 -1.14131 4.06978 0.21 -0.31 -0.07 0.073
H -3.86303 -4.55529 3.25177 -0.17 0.02 0.81 0.121
H 3.17120 -0.77597 4.29533 -0.02 -0.21 -0.04 0.073
H 0.10690 -4.06928 3.49502 0.10 -0.07 -0.19 0.078
H -0.81249 -4.46969 1.96462 0.36 0.10 0.01 0.060
H -2.32262 -0.71596 -3.81806 -0.51 0.60 -0.21 0.101
H 6.52385 1.70586 2.53749 0.14 -0.18 -0.45 0.082
H -0.05537 0.06158 -5.70257 -0.13 0.31 0.08 0.058
H 2.16725 0.63199 -5.44925 -0.26 0.26 0.16 0.110
H 3.29287 2.44221 -0.71607 -0.22 0.02 0.03 0.067
H 1.93659 0.50200 4.10011 0.09 0.07 -0.20 0.074
H -1.47716 -4.88789 3.54022 -0.10 0.22 0.23 0.070
H 3.29464 0.65772 -0.98839 0.08 0.06 0.16 0.064
H 4.85316 0.08925 -5.00714 -0.27 0.30 -0.24 0.080
H 5.19031 -0.00078 0.97368 -0.40 0.29 -0.35 0.121
H 5.09701 -0.18656 2.67886 -0.40 -0.12 0.00 0.117
H 4.04846 1.73549 -2.18733 -0.03 0.11 -0.03 0.072
H 3.15533 1.77813 -4.50775 0.07 -0.01 -0.16 0.113
H -6.23457 -3.67593 3.14696 0.13 -0.11 0.09 0.082
H 4.18328 -0.60255 -3.60542 -0.35 -0.26 0.02 0.080
H -3.36939 3.73250 -1.91434 0.16 0.46 0.02 0.080
H -0.72850 -0.46188 -3.36572 0.29 0.37 -0.19 0.098
H -2.74194 3.73798 -3.63309 -0.56 -0.25 0.03 0.078

***

[3]
65
Properties=species:S:1:pos:R:3:forces:R:3:lowdin_charge:R:1 method="wB97M-V/def2-TZVPD" charge=0 energy_ev=-81597.010 multiplicity=2
V 0.32258 1.11678 0.91344 1.31 -4.73 -2.12 1.055
F 2.66889 1.70373 -3.82563 -0.16 -0.45 -0.93 0.135
F 0.50970 -1.57089 5.77367 0.19 0.58 -0.30 0.098
F 0.05507 0.51460 5.38574 -1.01 0.72 0.19 0.141
F 4.33827 1.55338 -2.46822 0.78 -1.06 -0.17 0.157
F 2.77565 2.82538 -2.05859 -1.30 1.75 1.22 0.142
F 2.06338 -0.10334 5.29658 -0.07 -0.64 -0.59 0.134
O -0.81427 -0.60731 3.07401 1.15 -0.02 0.98 -0.159
O 0.28861 -2.93294 -1.15856 -0.30 -1.51 0.28 -0.051
O -2.55895 -2.14348 -0.66804 -0.07 0.98 0.03 -0.098
O 1.70338 2.48649 1.92795 -0.69 0.45 0.36 -0.103
O 2.82836 -0.83197 -2.13081 -0.37 2.47 -0.05 -0.093
O -1.06731 -0.66802 -2.39599 0.19 0.97 -2.04 -0.120
O 1.36443 -0.37758 2.40607 -2.57 0.75 2.09 -0.221
O 0.13856 3.01314 -0.27429 0.31 -0.46 1.16 -0.093
O -0.70840 0.16205 0.17888 0.85 1.82 1.36 -0.241
O -1.20847 2.05851 2.22595 0.31 0.53 -0.21 -0.024
O -2.15301 2.14226 -1.80773 0.56 -0.04 -0.19 -0.092
O 2.01868 0.46750 -0.41079 -0.08 1.94 -1.20 -0.220
C -1.69758 -2.96257 0.14733 -1.13 -0.85 -0.89 -0.209
C -0.81671 -3.76719 -0.74638 1.31 0.73 -0.38 -0.223
C 0.74396 4.11695 0.36292 1.36 0.53 0.97 -0.178
C 2.20931 0.47256 -1.83112 -0.75 -2.26 2.43 -0.306
C 2.67227 -1.29668 -3.47055 0.05 -0.25 1.15 -0.280
C 0.52620 -0.92032 3.46931 1.47 1.21 -2.78 -0.315
C -2.77625 1.00530 -2.44988 0.27 0.94 -0.92 -0.183
C 0.81280 -0.49208 4.98085 0.34 -0.31 -0.55 -0.534
C 3.01324 1.62507 -2.53813 0.20 -0.85 0.91 -0.599
C -1.76984 0.17608 -3.34303 -1.09 -0.01 2.22 -0.152
C -3.09913 -0.73071 2.99547 -0.43 -0.28 -0.44 -0.062
C 1.97874 3.65806 1.21219 0.49 1.42 -1.95 -0.194
C -1.88085 -1.27091 3.70562 -0.21 0.24 0.09 -0.266
C 3.12976 -2.71516 -3.33858 0.83 -0.54 -0.67 -0.080
H 1.22335 0.42381 -2.29329 -0.18 0.43 -0.45 0.124
H -2.80979 2.83302 -1.69335 -0.14 -0.12 -0.08 0.082
H 3.27163 -0.73989 -4.19087 0.12 0.12 -0.05 0.112
H -1.12518 0.79069 -3.97134 0.36 0.16 0.61 0.119
H -3.39965 0.22692 3.42059 -0.18 -0.06 0.17 0.071
H -2.87273 -0.55045 1.94460 0.19 -0.14 -0.11 0.064
H -2.38152 -3.66576 0.62257 0.30 0.12 0.95 0.123
H 1.05030 4.87683 -0.35599 0.36 -0.25 -0.18 0.133
H -0.33494 3.23340 -1.07981 -0.25 -0.35 -0.18 0.105
H -0.44141 -4.62123 -0.18258 0.47 0.11 0.02 0.120
H 0.11228 4.67767 1.05189 -0.80 -0.47 0.04 0.116
H -3.24172 0.43224 -1.64798 0.28 -0.65 -0.15 0.110
H 2.31261 4.49601 1.82414 -0.57 0.07 0.58 0.127
H 2.49926 2.22442 2.39647 0.01 -0.75 0.11 0.135
H -1.96654 -1.03253 4.76578 0.23 0.09 0.23 0.113
H 4.20458 -2.74711 -3.16013 0.13 0.18 0.05 0.075
H 2.68369 -3.21487 -2.47869 -0.42 0.02 -0.35 0.074
H -1.06423 2.56212 3.02707 0.43 0.00 0.33 0.093
H -1.75753 -0.90756 -1.77325 0.01 -0.52 0.59 0.012
H 0.65338 -2.00143 3.52522 0.00 -0.32 -0.24 0.146
H -2.15560 1.92357 2.19457 -0.20 -0.48 -0.32 0.078
H 1.62848 -1.25722 -3.78207 -0.29 0.15 0.01 0.113
H 2.99051 -3.22373 -4.29256 -0.29 -0.41 0.12 0.073
H -1.36159 -4.18617 -1.59234 -0.17 0.11 -0.21 0.119
H 2.85647 3.52523 0.57969 -0.20 -0.56 -0.45 0.124
H -3.93142 -1.43453 3.00264 -0.15 0.14 0.28 0.079
H -1.02761 -2.35552 0.75620 -0.56 0.15 0.39 0.118
H -0.04761 -2.17403 -1.64085 -0.14 0.28 -0.24 0.040
H -3.60433 1.40741 -3.03357 -0.03 -0.16 -0.44 0.111
H -2.34938 -0.40789 -4.05802 -0.23 -0.31 0.08 0.108
H -3.46278 -2.46680 -0.68094 0.22 -0.19 0.17 0.096
H -1.76203 -2.35330 3.65655 -0.05 -0.21 -0.34 0.124

***

[4]
52
Properties=species:S:1:pos:R:3:forces:R:3:lowdin_charge:R:1 method="wB97M-V/def2-TZVPD" charge=0 energy_ev=-30650.850
Ta 0.14965 0.05778 0.92380 -0.11 -0.37 1.17 1.470
I -2.13631 -0.44945 2.44462 -0.60 -0.18 0.18 0.171
N 0.62438 1.57880 2.10788 -0.32 -0.43 0.72 -0.446
N -1.23313 0.90060 -0.52997 0.38 -0.29 -0.43 -0.153
N 1.25433 -1.44156 1.63687 0.14 0.57 -0.14 -0.410
N -0.52565 -1.19189 -0.74670 -0.12 0.46 0.12 -0.128
C 1.91711 0.35483 -1.61672 0.13 1.31 -0.83 -0.286
C -0.16647 2.75841 2.40773 0.27 0.09 0.01 -0.167
C -1.84978 2.17889 -0.90883 0.44 -0.34 0.12 -0.460
C 1.78876 0.91404 -0.25803 -0.12 -0.16 -0.75 -0.329
C -0.19946 -2.48181 -1.35804 0.07 0.55 0.07 -0.464
C 1.05604 -2.10273 2.92169 -0.13 -0.10 0.11 -0.199
C -3.10773 2.43211 -0.09336 -0.31 0.26 -0.10 -0.084
C 2.40316 -1.99976 0.94359 0.10 -0.19 -0.02 -0.160
C -0.71348 -3.59770 -0.46632 -0.14 -0.35 -0.04 -0.062
C 1.33292 0.96021 -2.67922 0.95 -0.40 0.23 -0.050
C -1.15869 -0.17598 -1.31524 0.01 -0.10 -0.10 -0.295
C -0.71856 -2.57523 -2.77963 0.07 -0.33 -0.20 -0.069
C 1.80614 1.49554 2.96258 -0.13 0.29 0.10 -0.158
C -2.12939 2.24193 -2.39947 -0.09 0.37 -0.10 -0.073
H 1.42700 1.95452 -0.24562 0.46 -0.16 -0.28 0.056
H -0.30822 -3.52342 0.54896 -0.09 0.09 -0.17 0.055
H -1.22145 2.05238 -2.98228 -0.25 -0.03 0.06 0.060
H 2.55845 -0.52625 -1.74816 -0.61 0.07 -0.11 0.090
H -1.55082 -0.20818 -2.34374 0.07 0.03 0.45 0.129
H 0.21682 -1.66564 3.47413 0.30 -0.12 -0.16 -0.017
H -0.27734 -1.79819 -3.41218 -0.12 -0.05 0.07 0.073
H 1.97010 -2.01857 3.52878 -0.11 -0.03 -0.06 0.080
H 1.37893 0.55218 -3.69154 0.04 0.08 0.32 0.050
H 3.28669 -1.94116 1.59990 -0.10 -0.11 -0.14 0.089
H -1.81115 -2.49630 -2.80168 0.11 0.01 -0.05 0.087
H -3.47667 3.44303 -0.31921 0.01 -0.23 0.07 0.085
H 2.22515 -3.05686 0.68867 0.14 0.12 0.05 0.084
H -0.44247 -3.54526 -3.20930 -0.08 0.15 0.06 0.085
H 0.33698 3.67409 2.05503 -0.12 -0.11 0.08 0.088
H -3.88767 1.71112 -0.36208 0.09 0.06 0.09 0.087
H -0.41448 -4.56741 -0.88640 -0.09 0.14 0.12 0.083
H -1.80890 -3.56465 -0.40429 0.20 0.00 0.03 0.088
H 0.84387 -3.17241 2.77246 0.04 0.11 0.06 0.079
H 2.56300 2.24543 2.67580 -0.10 -0.16 0.05 0.087
H 1.49227 1.70550 3.99748 0.23 -0.08 -0.11 0.082
H 2.25354 0.49691 2.92956 -0.04 0.26 -0.05 0.055
H 0.90114 -2.55996 -1.38595 -0.23 0.10 -0.05 0.119
H 0.94523 1.97817 -2.57410 -0.16 -0.46 0.04 0.052
H -1.16052 2.70316 1.95801 0.18 -0.02 0.06 0.025
H -2.49754 3.24265 -2.65786 0.01 -0.23 0.01 0.088
H 2.66731 0.81293 0.39070 -0.03 0.07 -0.19 0.056
H -2.90481 1.51409 -2.66292 0.10 0.13 -0.10 0.084
H 2.63944 -1.45454 0.02512 -0.14 -0.20 0.26 0.037
H -2.93739 2.36610 0.98378 0.00 -0.10 -0.18 0.025
H -0.27802 2.82870 3.50069 -0.16 0.11 -0.20 0.082
H -1.12227 2.96079 -0.63902 -0.03 -0.12 -0.15 0.131